Molecular formula: C4H8HgO2
Method: DFT, ωB97M-V/def2-TZVPD

Each line ends with the Löwdin charge.
Element x y z (Å)
C -1.9490 -0.4783 0.4031  -0.131
C -0.6793 -0.2092 -0.3581  -0.319
C 0.5004 0.2983 0.4853  -0.098
C 1.7918 0.2762 -0.2518  -0.184
O 2.8771 0.1048 0.2738  -0.264
Hg 4.9469 0.0318 -0.0049  1.030
H -1.9547 -1.4713 0.8767  0.063
H -2.0746 0.1198 1.3190  0.117
H -2.0010 -1.0723 -0.7425  0.193
H -0.3030 -1.0934 -0.8983  0.145
H 0.5789 -0.2679 1.4228  0.148
H 0.3462 1.3594 0.7521  0.160
H 1.7358 0.4560 -1.3463  0.159
O -1.5687 1.1235 -0.6601  -0.088
H -2.2468 0.8224 -1.2707  0.070

Values from the calculation:
* relative energy (zero: lowest compared OMol25 entry of this formula, charge and spin): 63.30 kcal/mol
* charge: +1
* spin multiplicity: 2
* gap between HOMO and LUMO (alpha / beta): 0.296 / 0.183 hartree

=====

Molecular formula: C3H12N2S
Method: DFT, ωB97M-V/def2-TZVPD

Each line ends with the Löwdin charge.
Element x y z (Å)
C -1.6049 -1.2075 -0.8197  -0.308
N -1.4126 -1.1498 -2.2705  -0.021
C -0.4011 -0.5952 -0.1265  -0.302
N -0.5557 -0.4101 1.3305  -0.022
H -1.7345 -2.2327 -0.4524  0.105
H -2.5092 -0.6408 -0.5921  0.109
H -0.5611 -1.6403 -2.5313  0.063
H -2.1278 -1.6654 -2.7735  0.062
H -0.1832 0.3771 -0.5712  0.103
H 0.4705 -1.2368 -0.2805  0.111
H 0.3817 1.7586 1.5247  -0.213
H -1.3786 0.1722 1.4773  0.064
H -0.8476 -1.3097 1.7084  0.066
C 2.5846 1.8953 0.7808  -0.494
S 1.3726 2.5285 1.9781  0.620
H 2.2033 1.9572 -0.2358  0.020
H 3.4624 2.5334 0.8393  0.016
H 2.8410 0.8661 1.0143  0.021

Values from the calculation:
* SMILES string: NCCN.CS
* relative energy (zero: lowest compared OMol25 entry of this formula, charge and spin): 4.59 kcal/mol
* gap between HOMO and LUMO: 0.352 hartree

=====

Molecular formula: C11H11N2O2
Method: DFT, ωB97M-V/def2-TZVPD

Each line ends with the Löwdin charge.
Element x y z (Å)
C 2.1062 0.1100 1.8349  -0.016
C 0.8554 -0.4703 2.2280  -0.044
C 2.0561 1.0537 0.8076  -0.092
C -0.2441 -0.2998 1.4331  -0.022
C 0.9724 1.3709 0.0975  -0.076
C -0.1926 0.7018 0.4460  -0.253
C -2.2299 -0.1070 -0.7619  0.058
C -3.4085 -0.7031 -0.1354  -0.317
C -1.7392 2.4121 -0.0554  0.134
C -1.4470 1.1498 -0.1641  -0.178
C -0.4180 -0.8736 -2.4182  0.096
N -2.3671 -2.0543 -1.6990  0.051
N -1.6343 -0.9589 -1.6414  -0.056
O -4.2909 -0.3675 0.5436  0.239
O -3.4996 -1.9808 -0.9012  0.104
H 3.0355 -0.1187 2.4282  0.132
H 0.8670 -1.1231 3.0504  0.097
H 2.9078 1.5887 0.4633  0.108
H -1.1399 -0.6498 1.8719  0.113
H 0.8772 2.3158 -0.4644  0.138
H -2.6155 2.8519 -0.4500  0.081
H -1.0041 3.1177 0.2950  0.097
H 0.1285 0.0530 -1.9682  0.147
H -0.8397 -0.5724 -3.2900  0.081
H 0.1347 -1.8061 -2.4346  0.129
H -2.4266 -2.6603 -2.5946  0.251

Values from the calculation:
* SMILES string: C=C(c1ccccc1)c1c(=O)o[nH][n+]1C
* relative energy (zero: lowest compared OMol25 entry of this formula, charge and spin): 61.21 kcal/mol
* charge: +1
* gap between HOMO and LUMO: 0.256 hartree

=====

Molecular formula: C10H13N4O2SSr
Method: DFT, ωB97M-V/def2-TZVPD

Each line ends with the Löwdin charge.
Element x y z (Å)
Sr 0.8143 -0.0498 0.7402  1.345
C -1.7311 -3.1308 -2.1743  0.002
C -0.8994 -2.0316 -1.5794  -0.243
N -1.2209 -1.3225 -0.5600  -0.014
N -2.3584 -1.5196 0.1173  -0.026
C -2.7511 -0.7034 1.1273  -0.869
N -3.8762 -1.0497 1.7726  0.118
S -1.9422 0.6815 1.5445  0.617
C 0.3885 -1.7380 -2.2191  -0.234
C 0.8205 -2.4720 -3.3288  0.009
C 2.0325 -2.1546 -3.9164  -0.017
C 2.7761 -1.1098 -3.3899  -0.008
C 2.2825 -0.4446 -2.2734  -0.099
N 1.1286 -0.7490 -1.7003  -0.035
H -2.6867 -3.2651 -1.6742  0.070
H -1.1940 -4.0767 -2.1198  0.106
H -1.9453 -2.9109 -3.2188  0.106
H -2.9921 -2.2725 -0.1456  0.146
H -4.3747 -1.9053 1.5981  0.119
H -4.1993 -0.4540 2.5173  0.111
H 0.2300 -3.2763 -3.7337  0.112
H 2.3791 -2.7140 -4.7723  0.124
H 3.7210 -0.8238 -3.8221  0.121
H 2.8305 0.3775 -1.8233  0.114
C 0.8797 3.1420 2.7176  -0.112
O 1.9009 3.2032 1.7516  -0.130
C 2.1418 2.2013 0.9286  -0.620
O 2.9320 2.3172 0.0314  -0.048
H 1.0988 3.9110 3.4588  0.094
H 0.8601 2.1532 3.2074  0.064
H -0.0939 3.3472 2.2548  0.078

Values from the calculation:
* charge: +1
* gap between HOMO and LUMO: 0.198 hartree

=====

Molecular formula: C24H21ClN7O7SV
Method: DFT, ωB97M-V/def2-TZVPD

Each line ends with the Löwdin charge.
Element x y z (Å)
V 0.4229 0.7539 -1.5365  0.626
C 0.2457 -1.9566 -4.8688  0.035
C 0.6354 -0.9353 -3.8739  -0.210
N 0.2104 -0.9074 -2.6458  -0.131
N -0.5950 -1.8504 -2.1348  0.169
C -0.9118 -1.5167 -0.9122  -0.323
O -0.3843 -0.3831 -0.4626  -0.168
C -1.7756 -2.3191 -0.0722  -0.152
C -1.7507 -2.1421 1.3166  -0.027
C -2.5606 -2.9157 2.1242  -0.049
C -3.4200 -3.8496 1.5543  -0.028
C -3.4665 -4.0063 0.1747  -0.033
C -2.6439 -3.2530 -0.6410  0.006
C 1.5038 0.2024 -4.1576  -0.202
C 2.2152 0.4050 -5.3281  0.059
C 3.0266 1.5257 -5.4322  0.024
C 3.1037 2.4146 -4.3684  0.021
C 2.3645 2.1598 -3.2267  -0.075
N 1.5806 1.0834 -3.1317  -0.129
H -0.3441 -2.7346 -4.3939  0.090
H 1.1197 -2.4042 -5.3449  0.110
H -0.3495 -1.4922 -5.6599  0.121
H -1.0884 -1.4034 1.7570  0.103
H -2.5266 -2.7977 3.1990  0.116
H -4.0571 -4.4474 2.1917  0.123
H -4.1505 -4.7198 -0.2633  0.122
H -2.6813 -3.3590 -1.7164  0.123
H 2.1421 -0.3087 -6.1364  0.137
H 3.6061 1.6998 -6.3287  0.137
H 3.7211 3.2996 -4.4187  0.134
H 2.3968 2.8277 -2.3758  0.137
S 2.7055 -0.2990 -0.8988  0.854
C 2.7734 -0.2970 0.8232  -0.744
N 3.7309 0.2790 1.5135  0.068
C 3.5752 0.0859 2.9593  -0.078
C 2.3700 -0.8724 3.0332  -0.079
N 1.9221 -0.9239 1.6316  0.066
H 4.4018 0.9203 1.1241  0.164
H 3.3820 1.0443 3.4395  0.127
H 4.4781 -0.3437 3.3878  0.133
H 1.5752 -0.4997 3.6773  0.122
H 2.6566 -1.8657 3.3766  0.133
H 1.2767 -1.6221 1.3026  0.135
O 1.8397 2.5392 1.4861  0.172
C 0.7945 2.2750 0.9723  -0.410
O 0.7480 1.8573 -0.3291  -0.192
C -0.5090 2.2904 1.7179  -0.082
C -0.4600 2.3893 3.1052  0.090
C -1.6204 2.2175 3.8340  -0.084
C -2.8286 1.8997 3.2383  0.120
C -2.8537 1.8103 1.8604  -0.090
C -1.7307 2.0610 1.0945  0.067
N -4.0564 1.3129 1.1642  -0.336
O -3.9245 1.0448 -0.0202  0.080
O -5.0638 1.1820 1.8122  0.140
N -1.5408 2.2835 5.3148  -0.342
O -0.4318 2.4150 5.7892  0.104
O -2.5832 2.1895 5.9185  0.130
H 0.4743 2.5927 3.6097  0.140
H -3.7154 1.7315 3.8351  0.148
H -1.8394 2.0735 0.0269  0.091
Cl -1.1347 1.5595 -2.6868  0.486

Values from the calculation:
* relative energy (zero: lowest compared OMol25 entry of this formula, charge and spin): 15.99 kcal/mol
* charge: +2
* gap between HOMO and LUMO: 0.218 hartree

=====

Molecular formula: C4H15NO3
Method: DFT, ωB97M-V/def2-TZVPD

Each line ends with the Löwdin charge.
Element x y z (Å)
C -2.1959 -0.2200 -0.6418  -0.118
N 0.1510 0.4243 1.0036  0.097
C 0.2499 0.3297 -0.3889  -0.442
C -0.7787 -0.0772 -1.1364  -0.158
C 1.5892 0.6766 -0.9798  -0.047
H -2.6543 0.7572 -0.4951  0.072
H -2.8203 -0.7161 -1.3836  0.066
H -2.2691 -0.8025 0.2811  0.060
H -0.8024 0.2900 1.2884  0.064
H 0.8525 -0.0424 1.5548  0.061
H -0.6818 -0.1638 -2.2151  0.099
H 1.8090 0.0878 -1.8677  0.076
H 2.3974 0.5637 -0.2572  0.076
H 1.5407 1.6991 -1.3687  0.057
H 0.2657 -2.2878 0.2782  0.021
H -0.4427 -3.3938 -0.5770  0.054
O -0.4570 -2.9228 0.2663  -0.053
H 0.7641 3.5215 -0.3805  0.027
H 1.4969 4.7348 -0.9498  0.047
O 0.8628 4.0352 -1.1921  -0.071
H -0.0120 -2.5700 2.4960  0.026
H 0.5269 -2.0046 3.8101  0.045
O 0.6080 -1.9188 2.8550  -0.060

Values from the calculation:
* SMILES string: C/C=C(/C)N.O.O.O
* relative energy (zero: lowest compared OMol25 entry of this formula, charge and spin): 15.77 kcal/mol
* gap between HOMO and LUMO: 0.310 hartree

=====

Ordered max |F| results: 7.500; 0.822; 5.056; 3.459; 1.889; 1.245; unit eV/A.